Model A:
ORCA calculation (ωB97M-V/def2-TZVPD) on the molecule C2H5N3O2S.

Calculated values
highest occupied orbital energy	-8.67	eV
LUMO	0.0104	Eh
SMILES string	ONC1=NSCON1

Structure (ORCA input):
```
! RIJCOSX wB97M-V def2-TZVPD def2/J DEFGRID3
* xyz 0 1
S -1.28964 -1.61912 -0.29838
O -1.57138 1.03933 -0.34641
O 2.68036 -0.98064 0.12266
N 2.05126 0.40829 0.04286
N 0.36922 -1.16452 -0.19984
N -0.09100 1.30093 -0.06780
C 0.54854 0.10969 -0.18950
C -2.08192 -0.01958 0.51584
H 2.18690 0.75752 -1.09639
H -3.24501 -0.12079 0.30318
H 0.26560 2.08104 -0.78111
H 1.84496 -1.71316 0.32268
H -1.66788 -0.07900 1.67221
*
```

---

Model B:
ORCA calculation (ωB97M-V/def2-TZVPD) on the molecule C2H5N3O2S.

Calculated values
highest occupied orbital energy	-9.56	eV
LUMO	0.0077	Eh
SMILES string	N#C[C@H](N)S(N)(=O)=O

Structure (ORCA input):
```
! RIJCOSX wB97M-V def2-TZVPD def2/J DEFGRID3
* xyz 0 1
S 1.24579 0.09340 -0.01247
O 1.47048 1.06997 -1.01658
O 2.11287 0.01791 1.11208
N 1.18989 -1.43800 -0.66094
N -1.87675 -1.76947 0.23364
N -1.18428 1.59734 -0.11832
C -1.37477 -0.77133 0.45213
C -0.75682 0.52767 0.65358
H 1.37543 -2.24117 -0.04598
H -0.54213 0.73385 1.67154
H 0.30549 -1.56797 -1.15795
H -1.59689 1.41464 -0.99208
H -0.36831 2.33315 -0.11866
*
```

---

Model C:
ORCA calculation (ωB97M-V/def2-TZVPD) on the molecule C2H5N3O2S.

Calculated values
highest occupied orbital energy	-9.83	eV
LUMO	0.0173	Eh

Structure (ORCA input):
```
! RIJCOSX wB97M-V def2-TZVPD def2/J DEFGRID3
* xyz 0 1
S -2.31154 -0.00770 0.04784
O -1.66671 -1.51148 -0.10342
O -3.29220 0.06067 -0.98713
N 1.25141 0.24894 0.52429
N -0.86876 0.67748 -0.66950
N 2.67401 -1.66177 0.11502
C 2.06657 -0.60742 0.20252
C 0.20545 1.10806 0.31698
H 3.69532 -1.70357 0.08122
H 0.58738 2.08023 -0.19898
H -0.31915 1.47993 1.31682
H -0.91090 -1.58119 0.57814
H -1.11087 1.41781 -1.22380
*
```

---

Winner for stability: model B

---

Model A:
ORCA calculation (ωB97M-V/def2-TZVPD) on a cluster of 2 separate species, CH7ISi2 in total.

Calculated values
highest occupied orbital energy (alpha / beta)	-8.17 / -7.66	eV
LUMO (alpha / beta)	-0.0684 / -0.0907	Eh

Structure (ORCA input):
```
! RIJCOSX wB97M-V def2-TZVPD def2/J DEFGRID3
* xyz 0 1
I -5.43908 0.10333 -0.00577
Si 1.18658 0.77431 0.21362
Si -1.59459 -0.79971 0.30307
C -0.41608 0.24565 -0.71550
H -2.02905 -0.34429 1.60408
H -0.13476 -0.30596 -1.61429
H 1.90534 -0.45111 0.57180
H 1.98848 1.62032 -0.67011
H -1.87480 -2.16798 -0.09475
H -0.92574 1.14671 -1.05606
H 0.79281 1.49786 1.42181
*
```

---

Model B:
ORCA calculation (ωB97M-V/def2-TZVPD) on a cluster of 2 separate species, CH7ISi2 in total.

Calculated values
highest occupied orbital energy	-8.87	eV
LUMO	-0.0517	Eh

Structure (ORCA input):
```
! RIJCOSX wB97M-V def2-TZVPD def2/J DEFGRID3
* xyz 0 1
I 4.10773 -0.09888 1.90986
Si 3.47122 0.97112 -0.31512
Si -2.09701 0.03023 0.61946
C -0.59916 -0.15029 -0.76299
H -3.21172 -0.38621 -0.10701
H -1.11018 0.00121 -1.62452
H 0.23055 0.61041 -0.64212
H -2.24793 1.38834 0.98819
H -0.21481 -1.24613 -0.60777
H 3.62098 -0.25778 -1.29796
H -1.94968 -0.86201 1.83999
*
```

---

Winner for stability: model B

---

Model A:
ORCA calculation (ωB97M-V/def2-TZVPD) on the molecule C2H2N2O3S.

Calculated values
highest occupied orbital energy	-10.60	eV
LUMO	-0.0344	Eh
SMILES string	N#C[C@@](O)(S)[N+](=O)[O-]

Structure (ORCA input):
```
! RIJCOSX wB97M-V def2-TZVPD def2/J DEFGRID3
* xyz 0 1
S -1.47156 -0.58571 -1.03696
O -0.04463 1.67483 -0.73513
O 0.53413 0.90757 1.89851
O -0.71759 -0.84154 1.80417
N -0.15525 0.14241 1.31868
N 1.90239 -1.18686 -1.19839
C -0.08760 0.16819 -0.21819
C 1.08630 -0.57015 -0.64603
H -1.90863 -1.56780 -0.22661
H 0.86244 1.85906 -0.96004
*
```

---

Model B:
ORCA calculation (ωB97M-V/def2-TZVPD) on the molecule C2H2N2O3S.

Calculated values
highest occupied orbital energy	-10.83	eV
LUMO	-0.0258	Eh
SMILES string	N#C[C@@](O)(S)[N+](=O)[O-]

Structure (ORCA input):
```
! RIJCOSX wB97M-V def2-TZVPD def2/J DEFGRID3
* xyz 0 1
S -0.03635 -0.45096 -1.59523
O -2.97918 0.42807 -0.85351
O -1.97806 1.76130 0.55119
O 0.08484 0.28053 1.02111
N -2.06725 0.72254 -0.09024
N -1.56294 -2.52277 0.93278
C -1.24631 -1.48823 0.56484
C -0.78651 -0.20151 0.04417
H -1.05516 -1.25901 -1.91900
H 0.52767 1.06332 0.87876
*
```

---

Winner for stability: model B

---

Model A:
ORCA calculation (ωB97M-V/def2-TZVPD) on the molecule C4H6S2.

Calculated values
highest occupied orbital energy	-8.80	eV
LUMO	-0.0407	Eh
SMILES string	C=CSCC=S

Structure (ORCA input):
```
! RIJCOSX wB97M-V def2-TZVPD def2/J DEFGRID3
* xyz 0 1
S 3.23480 -0.29785 -0.83670
S -0.16540 1.19338 -0.91369
C 1.11708 1.13695 0.33982
C -2.44953 -0.79696 -0.59635
C 1.85730 -0.24896 0.33522
C -1.33495 -0.10421 -0.19915
H 0.64781 1.32527 1.38954
H -2.39930 -1.34117 -1.62847
H 1.91839 1.93174 0.17137
H -1.07640 -0.09793 0.79657
H -2.98902 -1.46322 -0.03747
H 1.63922 -1.23703 1.17932
*
```

---

Model B:
ORCA calculation (ωB97M-V/def2-TZVPD) on the molecule C4H6S2.

Calculated values
highest occupied orbital energy	-8.96	eV
LUMO	0.0211	Eh
SMILES string	C1SC[C@H]2S[C@H]12

Structure (ORCA input):
```
! RIJCOSX wB97M-V def2-TZVPD def2/J DEFGRID3
* xyz 0 1
S -0.29172 -1.74424 1.57739
S 0.20071 1.25647 -1.18503
C -0.81106 -0.58708 0.31207
C -0.83752 -0.34529 -1.17458
C 0.93971 0.98274 0.55044
C 0.61795 -0.49266 0.65603
H -1.37083 0.23268 0.84643
H 0.43746 1.64856 1.29472
H 1.98146 1.23363 0.50754
H 1.22354 -1.05738 -0.07351
H -0.28594 -1.09917 -1.73967
H -1.80377 -0.02825 -1.57183
*
```

---

Winner for stability: model B